Density functional theory data (ωB97M-V with the def2-TZVPD basis set) for a structure of composition C36H32Cl3N6O4SeSiY.

XYZ file:
```
84
C36H32Cl3N6O4SeSiY ωB97M-V with the def2-TZVPD basis set
Y -0.2984 -0.6936 0.1187
Se -3.4387 6.9756 -0.5214
Cl -2.9212 -2.1431 0.9815
Cl -5.5394 -5.8954 -1.8797
Cl -1.1870 -3.4777 -3.9289
Si 0.9848 0.1825 -3.0423
O -1.1285 -2.0568 -1.3264
O 2.1620 -0.5587 1.2043
O 0.0783 -2.1997 1.5301
O -0.0333 -4.0032 2.8334
N -1.2756 0.1623 2.4508
N -4.0925 5.3548 -0.8659
N -1.8608 6.3464 0.0148
N -2.3351 0.8770 -0.4666
N 1.3923 -0.1749 -1.3834
N 0.0262 1.9171 0.3479
C -0.8564 0.4860 -3.2625
C -3.0696 -3.1201 -0.4575
C -2.2523 2.2141 -0.3591
C -0.7184 -0.4836 3.6655
C 2.5430 -0.7267 2.5282
C 1.4775 -1.1860 -4.2283
C -3.2975 3.0528 -0.7460
C -0.9307 -1.9876 3.7000
C 2.7406 -0.3145 -1.0816
C 5.1255 -0.4206 -1.6837
C 1.7139 1.8285 -3.6022
C -1.9120 5.0473 -0.0978
C -0.9712 2.7815 0.1112
C 2.5688 -2.0106 3.0465
C 3.7901 -0.2658 -2.0208
C -0.2409 -2.8251 2.6210
C -3.1499 4.4972 -0.5848
C 2.8348 0.3726 3.3193
C -3.3339 -4.5869 -2.7514
C -4.4466 2.4896 -1.2981
C -4.1181 -4.0155 -0.5542
C -3.4268 0.3606 -1.0195
C 2.8394 -2.1892 4.3957
C 4.5064 -0.6776 0.5992
C 0.4576 4.6529 0.5814
C -4.2381 -4.7536 -1.7148
C 1.2268 2.4017 0.6356
C 3.1143 0.1820 4.6660
C -0.7952 4.1613 0.2176
C -2.1007 -2.9113 -1.4549
C 1.4857 3.7620 0.7804
C 5.5005 -0.6315 -0.3692
C 3.1049 -1.0954 5.2095
C 3.1831 -0.5107 0.2424
C -2.2988 -3.6819 -2.6193
C -4.5045 1.1256 -1.4537
H 2.8020 1.8607 -3.6472
H -3.4496 -0.7132 -1.1357
H -4.8194 -4.1331 0.2590
H -3.4321 -5.1594 -3.6625
H 2.8335 -3.1899 4.8075
H 0.3461 -0.2586 3.6980
H 0.7876 -1.2284 -5.0743
H -1.0219 0.5972 -4.3379
H 2.8487 1.3664 2.8931
H 4.7681 -0.8476 1.6345
H 5.8732 -0.3802 -2.4658
H -0.5766 -2.3663 4.6595
H 2.4843 4.0952 1.0256
H -5.3589 0.6396 -1.9020
H -1.4819 -0.3362 -2.9211
H -5.2551 3.1382 -1.6081
H 3.3370 1.0373 5.2910
H 1.4324 -2.1461 -3.7112
H -1.9994 -2.2244 3.6619
H 6.5367 -0.7656 -0.0916
H -1.1403 1.1656 2.5291
H 1.3299 2.0808 -4.5948
H 2.3471 -2.8494 2.4013
H 3.5509 -0.1214 -3.0623
H 3.3107 -1.2375 6.2621
H 0.5994 5.7221 0.6671
H -1.1766 1.4191 -2.7913
H -1.1666 -0.0505 4.5655
H 1.3897 2.6171 -2.9150
H -2.2839 0.0297 2.4423
H 2.0165 1.6711 0.7265
H 2.4840 -1.0664 -4.6304
```

Its net charge is 0. For the electronic energy, the calculation gives -166824.6917 eV. For the highest occupied orbital energy, the calculation gives -6.99 eV. As for the spin multiplicity: 1. The energy relative to the best compared isomer or geometry (same formula, charge and spin) comes out at 26.0 kcal per mole. As for the gap between HOMO and LUMO: 0.204 hartree.